# 1
Here is a 4-piece molecular cluster, C9H18ClN5O7 overall from the OMol25 dataset. Energies are from ωB97M-V with the def2-TZVPD basis set.

Summary:
E_HOMO = -10.21 eV
energy above the lowest of the compared OMol25 structures with the same formula, charge and spin = 39.7 kJ/mol
total energy = -43921.555 eV
SMILES = [H]/N=C/C[C@@H]1C[C@H](Cl)NC1=O.C[N+](=O)[O-].C[N+](=O)[O-].C[N+](=O)[O-]
total charge = 0

Element x y z (Å)
N 4.70 -2.14 -1.46
C 4.44 -1.01 -0.95
C 3.13 -0.33 -1.24
C 1.97 -1.29 -0.87
C 1.39 -1.99 -2.08
C 0.12 -2.63 -1.46
Cl -1.10 -2.80 -2.78
N -0.30 -1.74 -0.40
C 0.73 -0.72 -0.24
O 0.56 0.33 0.34
H 5.61 -2.46 -1.14
H 5.14 -0.54 -0.27
H 3.08 -0.15 -2.31
H 3.07 0.62 -0.73
H 2.40 -1.96 -0.13
H 2.12 -2.68 -2.48
H 1.04 -1.24 -2.78
H 0.36 -3.63 -1.13
H -0.26 -2.31 0.44
C 4.90 -1.26 3.96
N 5.07 -1.28 2.48
O 6.05 -0.75 2.02
O 4.20 -1.86 1.85
H 5.74 -0.72 4.39
H 3.96 -0.75 4.17
H 4.87 -2.29 4.30
C -2.21 2.03 0.74
N -3.29 3.04 0.61
O -4.43 2.63 0.51
O -2.97 4.20 0.62
H -2.65 1.04 0.71
H -1.52 2.18 -0.09
H -1.70 2.21 1.68
C -7.14 3.13 -0.93
N -8.52 2.58 -0.85
O -8.91 2.19 0.23
O -9.17 2.57 -1.88
H -6.69 3.08 0.05
H -6.59 2.52 -1.64
H -7.22 4.16 -1.28

Results of the Mulliken charge analysis, in e, for atoms 1 through 2: atom 1 (N): -0.581, atom 2 (C): -0.259

# 2
Here is one molecule with the formula C9H18F2NO2P from the OMol25 dataset. Energies are from ωB97M-V with the def2-TZVPD basis set.

Summary:
E_HOMO = -9.19 eV
energy above the lowest of the compared OMol25 structures with the same formula, charge and spin = 0.0 kJ/mol
total energy = -29932.011 eV
SMILES = CO[C@@H](C)OC[C@@H](C)/N=C(/C)C(F)(F)P
total charge = 0

Element x y z (Å)
C -1.97 -0.59 0.82
C -2.49 -0.43 2.20
C -0.45 -3.11 -1.01
C 1.77 2.51 -0.50
C 4.25 0.69 0.31
C 0.97 -1.07 -0.68
C -0.46 -1.61 -0.76
C 1.95 1.03 -0.17
C -2.75 0.43 -0.29
N -1.07 -1.39 0.52
O 3.20 0.52 -0.59
O 0.94 0.34 -0.82
F -3.09 -0.28 -1.40
F -1.88 1.39 -0.70
P -4.32 1.23 0.37
H -3.57 -0.53 2.20
H -2.23 0.56 2.57
H -2.04 -1.18 2.84
H 0.04 -3.33 -1.95
H 0.08 -3.61 -0.20
H -1.47 -3.49 -1.05
H 1.91 2.64 -1.57
H 2.50 3.11 0.04
H 0.77 2.81 -0.24
H 5.09 0.13 -0.09
H 4.00 0.30 1.30
H 4.54 1.75 0.41
H 1.57 -1.51 -1.49
H 1.42 -1.35 0.28
H -0.96 -1.08 -1.58
H 1.87 0.87 0.93
H -3.63 2.21 1.06
H -4.46 2.04 -0.76

Results of the Mulliken charge analysis, in e, for atoms 1 through 2: atom 1 (C): 0.731, atom 2 (C): -1.700

# 3
Here is C9H18MnN7S as an isolated structure from the OMol25 dataset. Energies are from ωB97M-V with the def2-TZVPD basis set.

Summary:
E_HOMO (spin up / spin down) = -11.30 / -11.36 eV
energy above the lowest of the compared OMol25 structures with the same formula, charge and spin = 41.4 kJ/mol
total energy = -62204.713 eV
spin multiplicity = 2
total charge = +1

Element x y z (Å)
Mn 0.62 -0.25 0.64
N -0.61 1.43 -0.18
C -0.32 2.74 0.46
C 1.16 3.08 0.46
C 1.99 2.41 1.56
N 2.37 1.02 1.20
H -0.41 1.50 -1.17
H -1.60 1.23 -0.11
H -0.70 2.69 1.48
H -0.87 3.53 -0.06
H 1.25 4.16 0.59
H 1.60 2.84 -0.52
H 1.41 2.36 2.48
H 2.88 3.01 1.75
H 2.88 0.61 1.98
H 3.04 1.06 0.43
N -0.33 -0.81 2.21
C -0.62 -0.96 3.35
N -1.05 -1.10 4.49
C -0.63 -1.35 5.71
N -0.32 -1.58 6.79
S 0.93 -1.62 -1.28
C -0.52 -2.49 -1.59
N -0.71 -3.00 -2.80
C -1.90 -3.76 -3.17
C -2.44 -4.48 -1.94
C -2.64 -3.48 -0.82
N -1.42 -2.69 -0.63
H 0.02 -2.86 -3.47
H -1.62 -4.48 -3.94
H -2.66 -3.09 -3.58
H -1.72 -5.24 -1.63
H -3.38 -4.97 -2.18
H -2.86 -3.99 0.12
H -3.48 -2.81 -1.04
H -1.21 -2.32 0.28

Results of the Mulliken charge analysis, in e, for atoms 1 through 2: atom 1 (Mn): 0.385, atom 2 (N): -0.396

# 4
Here is C9H18N as an isolated structure from the OMol25 dataset. Energies are from ωB97M-V with the def2-TZVPD basis set.

Summary:
E_HOMO = -12.89 eV
energy above the lowest of the compared OMol25 structures with the same formula, charge and spin = 313.1 kJ/mol
total energy = -11104.479 eV
total charge = +1

Element x y z (Å)
C -0.42 -0.40 0.36
C -0.72 -0.73 1.82
C 0.26 -1.47 -0.38
C 1.03 -0.33 0.12
C 2.27 1.84 0.18
C 3.38 -0.43 -0.41
C -2.91 -0.88 -0.50
C -2.02 1.43 -0.94
C 2.16 0.38 -0.03
N -2.08 0.24 -0.09
H -0.05 -1.43 2.09
H -1.74 -1.13 1.93
H 0.42 -2.48 0.09
H 0.14 -1.71 -1.46
H 3.32 1.99 0.66
H 1.49 2.35 0.72
H 2.24 2.33 -0.77
H 4.15 -0.28 0.35
H 3.80 -0.14 -1.36
H 3.21 -1.47 -0.53
H -3.03 -0.76 -1.56
H -2.34 -1.77 -0.28
H -3.90 -0.94 -0.02
H -2.25 2.13 -0.12
H -2.63 1.39 -1.85
H -0.54 0.21 2.36
H -0.91 1.67 -1.25
H -2.34 0.39 0.88

Results of the Mulliken charge analysis, in e, for atoms 1 through 2: atom 1 (C): 0.582, atom 2 (C): -1.855

# 5
Here is a 2-piece molecular cluster, C9H18N2 overall from the OMol25 dataset. Energies are from ωB97M-V with the def2-TZVPD basis set.

Summary:
E_HOMO = -7.33 eV
energy above the lowest of the compared OMol25 structures with the same formula, charge and spin = 395.4 kJ/mol
total energy = -12601.192 eV
SMILES = CC(=C=N)C(C)C.CC(C)=N
total charge = 0

Element x y z (Å)
C 0.97 0.15 -1.51
C 0.21 -2.46 0.90
C 1.37 -2.89 -1.29
C -1.66 3.59 0.93
C -2.39 1.22 -0.06
C 2.10 -0.23 0.68
C 0.46 -1.90 -0.43
C -1.30 2.02 0.67
C 1.05 -0.50 -0.37
N 0.91 0.88 -2.52
N -0.27 1.41 1.06
H 1.10 -2.38 1.47
H -0.59 -1.83 1.41
H -0.14 -3.47 0.80
H 1.68 -2.55 -2.31
H 2.19 -3.08 -0.58
H 0.66 -3.65 -1.60
H -0.79 3.95 1.45
H -1.99 3.76 -0.11
H -2.53 3.63 1.67
H -2.95 1.76 -0.88
H -3.24 0.97 0.68
H -2.12 0.27 -0.40
H 2.34 0.86 0.80
H 1.58 -0.47 1.63
H 3.06 -0.70 0.29
H -0.55 -1.75 -1.06
H 0.30 1.56 -2.78
H 0.53 1.85 1.46

Results of the Mulliken charge analysis, in e, for atoms 1 through 2: atom 1 (C): -0.117, atom 2 (C): -1.754

# 6
Here is C9H18N2O as an isolated structure from the OMol25 dataset. Energies are from ωB97M-V with the def2-TZVPD basis set.

Summary:
E_HOMO = -8.59 eV
energy above the lowest of the compared OMol25 structures with the same formula, charge and spin = 991.4 kJ/mol
total energy = -14641.549 eV
total charge = 0

Element x y z (Å)
C -2.07 0.42 -1.19
C -1.19 0.24 0.01
C -2.47 0.17 0.96
C -0.22 1.36 0.52
C 0.87 2.05 -0.46
C 1.23 0.58 -1.12
C 1.16 -0.60 -0.09
C 1.72 -1.85 -0.63
C 2.10 -0.46 1.21
H -2.26 -0.74 -1.56
H -3.20 0.80 -0.54
H -1.51 1.23 -1.86
H -3.47 -0.16 0.62
H -2.74 1.37 1.21
H -2.27 -0.36 1.93
H 0.16 1.06 1.54
H -1.21 2.03 0.66
H 0.60 2.87 -1.12
H 1.60 2.26 0.43
H 0.50 0.39 -2.06
H 2.29 0.67 -1.31
H 1.66 -2.60 0.21
H 2.85 -1.73 -0.72
H 1.42 -2.43 -1.53
H 2.39 0.64 2.01
H 3.32 -1.03 0.86
H 1.61 -0.91 2.27
N -0.29 -0.95 -0.06
N -0.69 -2.12 -0.05
O -1.88 -2.20 -0.14

Results of the Mulliken charge analysis, in e, for atoms 1 through 2: atom 1 (C): -1.189, atom 2 (C): 1.096

# 7
Here is a 2-piece molecular cluster, C9H18N2O2 overall from the OMol25 dataset. Energies are from ωB97M-V with the def2-TZVPD basis set.

Summary:
E_HOMO (spin up / spin down) = -6.98 / -5.39 eV
energy above the lowest of the compared OMol25 structures with the same formula, charge and spin = 438.4 kJ/mol
total energy = -16695.702 eV
total charge = 0

Element x y z (Å)
C 0.01 0.15 1.22
C -1.70 -0.07 -1.26
C 1.71 1.16 -0.03
C 0.96 -0.87 0.80
C 2.78 2.19 0.36
C 0.94 -2.36 1.09
C 2.85 -0.83 -0.91
C -3.56 -0.59 0.15
C -2.63 1.74 -0.06
N 2.12 -0.24 0.18
N -2.54 0.35 -0.33
O -1.05 0.04 1.85
O 0.44 1.36 0.57
H -1.11 0.67 -1.79
H -1.47 -1.15 -1.13
H 1.49 1.38 -1.11
H 2.35 3.18 0.48
H 3.59 2.30 -0.29
H 3.08 2.04 1.32
H 1.97 -2.74 0.85
H 0.21 -2.72 0.32
H 0.64 -2.61 2.16
H 3.54 -0.18 -1.40
H 3.26 -1.74 -0.54
H 2.02 -0.93 -1.66
H -3.22 -1.61 0.13
H -3.58 -0.31 1.30
H -4.60 -0.46 -0.27
H -1.84 2.40 -0.35
H -3.55 2.07 -0.55
H -2.81 1.82 1.08

Results of the Mulliken charge analysis, in e, for atoms 1 through 2: atom 1 (C): 0.595, atom 2 (C): -0.874

# 8
Here is one molecule with the formula C9H18N2O3 from the OMol25 dataset. Energies are from ωB97M-V with the def2-TZVPD basis set.

Summary:
E_HOMO = -9.57 eV
energy above the lowest of the compared OMol25 structures with the same formula, charge and spin = 222.8 kJ/mol
total energy = -18746.707 eV
SMILES = CC(C)C[C@H](N)C(=O)N[C@@H](C)C(=O)O
total charge = 0

Element x y z (Å)
C -0.05 1.55 0.31
C -0.96 0.52 0.91
C 1.32 1.14 -0.03
C 2.03 0.15 0.87
C 3.28 -0.51 0.27
C 2.46 0.93 2.09
C -0.58 -1.29 -0.77
C -1.27 -0.90 -2.05
C -0.80 -2.78 -0.52
H -0.74 3.30 0.74
H -0.43 2.28 1.99
H -0.52 1.79 -0.67
H 1.95 2.05 -0.06
H 1.38 0.76 -1.03
H 1.21 -0.63 1.20
H 3.74 0.22 -0.34
H 3.98 -1.00 0.94
H 3.06 -1.31 -0.47
H 1.78 0.63 2.93
H 3.52 0.81 2.24
H 2.35 2.07 1.98
H -1.59 -1.20 1.06
H 0.58 -1.11 -0.77
H -0.33 -3.34 -1.39
H -0.35 -3.00 0.46
H -1.89 -3.04 -0.51
H -2.57 -0.16 -0.98
N -0.10 2.66 1.17
N -1.30 -0.57 0.30
O -1.28 0.70 2.08
O -0.90 -1.06 -3.19
O -2.56 -0.47 -1.89

Results of the Mulliken charge analysis, in e, for atoms 1 through 2: atom 1 (C): 0.235, atom 2 (C): 0.198

Question: The highest energy above the lowest of the compared OMol25 structures with the same formula, charge and spin belongs to which entry?
Answer: C9H18N2O